Entry 1:
The following is a quantum chemistry calculation of a structure of composition C34H49KN12O4Se in a non-equilibrium geometry, from OMol25.

Each line ends with the Mulliken charge.
Positions of all 101 atoms, in Å:
K -0.707 1.315 -0.142  1.436
N -0.398 2.998 2.914  -0.484
C -1.813 2.754 3.216  -0.234
C -2.003 1.375 3.819  -1.077
N -1.722 0.323 2.852  0.623
C -1.825 -1.015 3.411  -1.214
C -1.588 -2.077 2.351  -0.059
N -0.255 -1.951 1.777  -0.344
H -0.351 3.638 2.122  0.374
H 0.004 2.132 2.565  -0.190
H -2.448 2.847 2.327  0.072
H -2.162 3.501 3.937  0.399
H -3.021 1.286 4.236  0.487
H -1.305 1.252 4.657  0.363
H -2.353 0.425 2.060  -0.280
H -2.809 -1.185 3.885  0.503
H -1.067 -1.106 4.199  0.413
H -2.390 -1.999 1.605  -0.237
H -1.686 -3.066 2.812  0.492
H -0.146 -1.001 1.441  -0.076
H -0.158 -2.520 0.934  0.341
C -5.357 -1.449 -0.166  -1.284
C -4.070 -0.907 -0.391  -0.009
N -3.037 -1.642 -0.726  0.656
C -3.198 -2.985 -0.877  -0.007
C -4.453 -3.611 -0.707  0.764
C -5.540 -2.789 -0.329  -0.784
C -4.601 -5.006 -0.916  -1.019
C -3.497 -5.731 -1.283  -0.640
C -2.239 -5.137 -1.437  -0.502
C -2.025 -3.773 -1.217  0.214
N -0.827 -3.159 -1.171  0.108
C 0.192 -3.466 -1.975  0.000
C 0.127 -4.077 -3.238  -0.750
C 1.252 -4.209 -4.057  -0.692
C 2.498 -3.774 -3.679  -1.123
C 2.635 -3.165 -2.407  1.631
C 3.872 -2.676 -1.927  -0.868
C 3.951 -2.105 -0.690  -0.817
C 2.776 -2.024 0.086  -0.020
N 1.617 -2.461 -0.326  -0.127
C 1.517 -3.020 -1.555  -0.387
H -6.171 -0.795 0.120  0.477
H -3.903 0.164 -0.303  0.469
H -6.513 -3.246 -0.175  0.346
H -5.572 -5.468 -0.783  0.324
H -3.589 -6.801 -1.443  0.350
H -1.385 -5.753 -1.691  0.497
H -0.837 -4.411 -3.603  0.499
H 1.123 -4.666 -5.034  0.352
H 3.360 -3.868 -4.328  0.313
H 4.749 -2.756 -2.562  0.339
H 4.884 -1.711 -0.305  0.418
H 2.801 -1.567 1.072  0.314
C 4.988 2.527 1.696  -1.028
N 3.749 2.764 2.419  0.085
C 3.907 2.984 3.854  -0.634
C 3.318 1.734 4.536  -0.683
N 2.772 0.977 3.434  0.228
C 1.718 0.024 3.691  -0.506
C 2.796 1.711 2.264  -0.325
N 2.088 1.454 1.248  0.379
C 2.148 2.349 0.095  -0.062
C 2.398 1.569 -1.218  -0.963
N 1.193 1.069 -1.843  -0.719
C 0.597 1.619 -2.834  0.367
N -0.463 0.984 -3.453  0.344
C -1.247 -0.042 -2.784  -1.076
C -1.145 1.862 -4.381  -0.588
C -0.338 3.158 -4.315  -0.684
N 0.837 2.827 -3.498  -0.037
C 1.339 3.977 -2.746  -1.067
H 5.534 3.464 1.561  0.283
H 4.763 2.123 0.711  0.265
H 5.642 1.810 2.215  0.449
H 3.353 3.875 4.154  0.362
H 4.959 3.137 4.100  0.381
H 2.532 2.013 5.247  0.314
H 4.069 1.148 5.079  0.322
H 2.012 -0.607 4.532  0.447
H 1.551 -0.614 2.827  -0.088
H 0.773 0.520 3.930  0.131
H 2.894 3.142 0.201  0.520
H 1.182 2.855 0.039  -0.541
H 3.000 0.694 -0.959  0.209
H 3.014 2.174 -1.894  0.303
H -0.615 -0.648 -2.140  -0.154
H -1.698 -0.706 -3.524  0.461
H -2.058 0.409 -2.199  0.394
H -2.170 2.050 -4.049  0.336
H -1.158 1.417 -5.383  0.381
H -0.936 3.914 -3.802  0.406
H -0.026 3.520 -5.299  0.270
H 1.089 4.873 -3.315  0.478
H 2.422 3.954 -2.634  0.312
H 0.850 4.068 -1.771  0.225
O -2.912 2.123 -0.058  -0.732
Se -2.428 3.636 -0.557  1.124
O -3.302 4.791 0.183  -0.852
O -0.821 3.752 -0.120  -0.637
O -2.508 3.688 -2.192  -0.753

Summary:
M: 807.904 g mol⁻¹
Orbital gap: 5.3277 eV
Total charge: -2
F_max: 0.041 Eh/bohr

---

Entry 2:
The following is a quantum chemistry calculation of a cluster of 2 separate species, C34H50BN2O11PS in total in a non-equilibrium geometry, from OMol25.

Each line ends with the Mulliken charge.
Positions of all 100 atoms, in Å:
H -1.929 4.995 2.195  0.272
N -1.362 4.938 3.073  -0.737
C -0.479 3.864 3.004  0.618
C 0.517 3.638 4.286  -0.706
C -0.466 2.928 1.617  -0.820
C -0.100 1.353 1.906  0.227
C -1.283 0.299 2.443  0.819
B -2.860 0.824 2.674  0.385
O -3.217 1.282 4.043  -0.607
O -3.880 0.805 1.567  -0.568
C -1.007 -1.286 2.755  0.282
C -2.106 -2.401 3.237  -0.889
C -2.456 -3.313 1.880  -0.589
C -2.279 -2.434 0.475  0.173
C -3.010 -3.153 -0.827  -0.549
C -2.607 -2.226 -2.155  -0.685
C -3.144 -0.669 -2.041  0.533
C -2.804 0.187 -3.437  -0.497
O -1.943 1.355 -3.187  -0.374
C -2.709 2.610 -3.122  -0.472
C 0.558 -1.844 2.565  -0.436
O 0.831 -3.284 2.892  -0.538
C 1.743 -0.839 2.037  0.068
C 1.420 0.763 1.680  -0.076
C 2.708 1.629 1.111  0.383
O 2.645 2.646 0.249  -0.566
C 4.214 1.124 1.638  0.537
C 5.520 2.136 1.769  0.198
C 5.455 3.727 1.383  -0.702
C 6.038 4.065 -0.116  -0.657
C 5.753 2.912 -1.245  0.065
O 6.935 2.086 -1.593  -0.398
C 6.327 0.937 -2.342  0.638
C 6.625 -0.652 -1.977  -0.612
O 5.440 1.135 -3.357  -0.533
C 6.999 1.562 2.274  -0.500
C 7.261 -0.026 2.702  0.180
P 8.994 -0.648 3.313  0.730
O 9.905 -1.479 2.070  -0.512
O 8.797 -1.715 4.716  -0.526
S 10.057 0.876 3.992  -0.419
C 5.968 -1.031 2.569  -0.674
C 4.523 -0.470 2.037  0.220
C 3.250 -1.500 1.861  0.168
O 3.510 -2.773 1.552  -0.561
H 1.623 3.541 3.892  0.136
H 0.494 4.617 4.970  0.307
H 0.133 2.679 4.858  0.204
H -1.558 3.072 1.158  0.305
H 0.259 3.480 0.883  0.387
H -4.168 1.016 4.260  0.292
H -4.439 -0.027 1.764  0.287
H -1.545 -3.156 3.964  0.288
H -3.061 -1.973 3.760  0.208
H -1.583 -4.125 1.837  0.210
H -3.489 -3.862 1.955  0.325
H -2.825 -1.405 0.637  -0.340
H -1.136 -2.311 0.163  0.246
H -2.602 -4.250 -1.039  0.274
H -4.168 -3.114 -0.654  0.255
H -3.043 -2.734 -3.128  0.227
H -1.427 -2.150 -2.302  0.322
H -4.307 -0.593 -1.803  -0.046
H -2.604 -0.051 -1.178  -0.047
H -3.774 0.416 -4.052  0.235
H -2.151 -0.568 -4.091  0.271
H -3.827 2.519 -3.480  0.254
H -2.731 2.997 -1.998  0.091
H -2.216 3.488 -3.759  0.238
H 0.875 -3.386 3.908  0.343
H 6.170 4.292 2.154  0.392
H 4.369 4.109 1.590  0.264
H 5.451 5.039 -0.481  0.328
H 7.177 4.360 -0.143  0.315
H 4.890 2.164 -0.991  -0.013
H 5.453 3.495 -2.243  0.264
H 5.751 -1.158 -1.363  0.113
H 7.637 -0.680 -1.391  0.233
H 6.704 -1.288 -2.984  0.286
H 7.940 2.295 2.329  0.199
H 10.845 -1.675 2.372  0.350
H 9.555 -1.517 5.369  0.344
H 6.122 -2.164 2.826  0.324
C -9.176 -1.498 -5.126  -0.633
O -8.998 -1.663 -3.728  -0.386
C -8.118 -2.732 -3.367  -0.828
C -6.615 -2.375 -3.448  0.457
C -6.073 -2.343 -4.876  -1.475
N -6.331 -1.086 -2.801  -0.377
H -9.159 -2.452 -5.661  0.293
H -8.415 -0.823 -5.522  0.227
H -10.148 -1.027 -5.289  0.258
H -8.352 -2.963 -2.321  0.353
H -8.350 -3.636 -3.942  0.451
H -6.064 -3.157 -2.912  0.227
H -6.362 -1.439 -5.418  0.312
H -4.976 -2.367 -4.865  0.249
H -6.418 -3.210 -5.447  0.391
H -6.605 -1.147 -1.819  0.276
H -6.984 -0.400 -3.190  0.249

Summary:
M: 736.630 g mol⁻¹
Orbital gap: 6.8646 eV
F_max: 0.173 Eh/bohr
SMILES string: [H]/N=C(/C)Cc1c(B(O)O)c(CCCCCCCOC)c(O)c2c1C(=O)c1c(CCCOC(C)=O)cc(P(O)(O)=S)cc1C2=O.COC[C@@H](C)N

---

Entry 3:
The following is a quantum chemistry calculation of a structure of composition C34H50ErP2 in a non-equilibrium geometry, from OMol25.

Each line ends with the Löwdin spin population.
Positions of all 87 atoms, in Å:
Er 0.356 -1.653 0.726  3.037
C 0.593 -1.924 3.158  -0.002
C -0.829 -1.907 2.993  -0.006
C -0.015 -3.735 1.807  -0.001
C 1.115 -3.064 2.441  -0.005
C -1.201 -3.001 2.156  -0.003
C 1.401 -0.949 3.951  0.000
H 0.811 -0.062 4.220  0.000
H 2.290 -0.613 3.391  0.000
H 1.779 -1.369 4.899  0.000
C 2.566 -3.386 2.311  0.000
H 3.189 -2.678 2.869  0.000
H 2.916 -3.384 1.267  0.000
H 2.768 -4.387 2.712  0.000
C -0.001 -4.894 0.867  0.001
H 0.458 -5.772 1.338  0.000
H 0.572 -4.692 -0.052  0.000
H -1.016 -5.184 0.567  0.000
C -2.596 -3.372 1.781  0.001
H -2.971 -4.213 2.389  0.000
H -2.680 -3.693 0.730  0.000
H -3.293 -2.538 1.940  0.000
C -1.789 -0.961 3.630  -0.001
H -2.224 -1.383 4.552  0.000
H -2.640 -0.727 2.970  0.000
H -1.318 -0.009 3.915  0.000
C 0.052 5.735 -0.698  0.000
C -0.291 5.887 0.592  0.000
C -1.560 6.486 1.126  0.000
C -2.810 6.371 0.223  0.000
C -3.127 4.987 -0.262  0.000
C -2.647 4.376 -1.357  0.000
C -1.712 4.941 -2.384  0.000
C -0.778 6.074 -1.901  0.000
H -1.415 7.558 1.344  0.000
H -2.723 7.078 -0.610  0.000
H -1.771 6.014 2.099  0.000
H -1.365 6.984 -1.744  0.000
H 1.070 5.411 -0.946  0.000
H 0.453 5.679 1.368  0.000
H -0.086 6.293 -2.731  0.000
H -1.104 4.111 -2.779  0.000
H -3.038 3.384 -1.616  0.000
H -2.284 5.330 -3.244  0.000
H -3.669 6.710 0.825  0.000
H -3.894 4.483 0.336  0.000
P 0.337 1.159 0.643  -0.004
P -1.737 -0.847 -0.922  -0.004
C -0.607 1.812 -0.835  -0.001
C -1.225 0.732 -1.767  -0.001
H 0.094 2.446 -1.403  0.000
H -1.382 2.501 -0.456  0.000
H -2.132 1.131 -2.249  0.000
H -0.511 0.449 -2.562  0.000
C -2.020 -2.094 -2.226  -0.001
H -2.519 -2.974 -1.793  0.000
H -1.061 -2.410 -2.657  0.000
H -2.658 -1.669 -3.012  0.000
C -3.445 -0.435 -0.423  0.000
H -3.947 0.061 -1.269  0.000
H -3.423 0.242 0.444  0.000
H -3.991 -1.354 -0.162  0.000
C 2.061 1.695 0.369  0.000
H 2.675 1.333 1.205  0.000
H 2.113 2.789 0.333  0.000
H 2.446 1.278 -0.567  0.000
C -0.130 2.271 2.021  -0.001
H -1.139 2.025 2.385  0.000
H -0.107 3.327 1.696  0.000
H 0.587 2.140 2.846  0.000
C 4.527 -5.585 -2.836  0.000
C 3.904 -5.834 -1.592  0.000
C 3.093 -4.869 -1.002  0.000
C 2.851 -3.604 -1.597  -0.001
C 2.022 -2.578 -1.040  -0.007
C 1.912 -1.380 -1.717  -0.001
C 2.555 -1.151 -2.979  0.000
C 3.329 -2.136 -3.536  0.000
C 3.509 -3.370 -2.873  0.000
C 4.312 -4.366 -3.456  0.000
H 5.163 -6.344 -3.302  0.000
H 4.067 -6.803 -1.101  0.000
H 2.604 -5.070 -0.044  0.000
H 1.329 -0.524 -1.323  0.000
H 2.411 -0.188 -3.473  0.000
H 3.825 -1.996 -4.503  0.000
H 4.766 -4.149 -4.430  0.000

Summary:
M: 687.982 g mol⁻¹
Orbital gap (alpha / beta): 7.3007 / 7.3883 eV
Total charge: +1
F_max: 0.062 Eh/bohr
2S+1: 4